{"formula": "C6H8N2", "method": "wB97M-V/def2-TZVPD", "orbital_gap_ev": 9.33, "smiles": "C=C1CC=NN=C1C", "charge": 0, "fmax_ev_per_a": 1.6, "symbols": ["C", "C", "C", "C", "N", "N", "C", "C", "H", "H", "H", "H", "H", "H", "H", "H"], "coordinates": [[1.117, 1.406, 0.490], [0.156, 0.590, 0.074], [-1.205, 1.060, -0.373], [-2.227, 0.076, 0.117], [-1.972, -1.144, 0.353], [-0.741, -1.646, 0.065], [0.279, -0.876, -0.009], [1.610, -1.513, -0.192], [0.964, 2.469, 0.541], [2.098, 1.043, 0.779], [-1.426, 2.063, -0.019], [-1.242, 1.085, -1.470], [-3.244, 0.403, 0.287], [1.478, -2.560, -0.452], [2.198, -0.991, -0.952], [2.157, -1.468, 0.760]], "mulliken_charge": [-1.12, 0.63, -0.61, -0.03, -0.66, -0.39, 0.82, -1.29, 0.31, 0.27, 0.38, 0.25, 0.42, 0.39, 0.35, 0.29]}

***

{"formula": "C5H8O", "method": "wB97M-V/def2-TZVPD", "orbital_gap_ev": 10.03, "charge": 0, "fmax_ev_per_a": 2.0, "symbols": ["C", "C", "O", "C", "C", "C", "H", "H", "H", "H", "H", "H", "H", "H"], "coordinates": [[0.610, -1.824, -0.665], [0.245, -0.602, 0.117], [0.854, 0.589, -0.392], [-1.144, 0.056, -0.025], [-0.299, 1.288, 0.072], [0.012, 2.395, 0.712], [0.414, -1.657, -1.727], [1.673, -2.045, -0.533], [0.022, -2.672, -0.307], [0.505, -0.700, 1.184], [1.094, 2.286, 0.606], [-1.522, -0.102, -1.040], [-1.908, -0.143, 0.724], [-0.555, 3.131, 1.273]], "mulliken_charge": [-1.39, 0.37, -0.45, -0.41, 0.35, -0.81, 0.32, 0.32, 0.35, 0.28, 0.26, 0.21, 0.29, 0.30]}

***

{"formula": "C26H25CuN4O5Te", "method": "wB97M-V/def2-TZVPD", "multiplicity": 2, "orbital_gap_ev": 7.10, "charge": -1, "fmax_ev_per_a": 0.5, "symbols": ["Cu", "C", "C", "N", "N", "C", "O", "C", "C", "C", "C", "C", "C", "C", "C", "C", "C", "C", "N", "H", "H", "H", "H", "H", "H", "H", "H", "H", "H", "H", "H", "C", "Te", "C", "H", "H", "H", "H", "H", "H", "O", "C", "N", "C", "O", "C", "C", "C", "C", "C", "C", "H", "H", "H", "H", "C", "C", "O", "O", "H", "H", "H"], "coordinates": [[0.061, -0.398, -0.105], [-0.177, 2.611, 2.969], [-0.434, 1.262, 2.380], [-0.776, 1.058, 1.164], [-1.168, 2.188, 0.437], [-1.138, 1.918, -0.844], [-0.669, 0.867, -1.392], [-1.742, 2.957, -1.733], [-2.641, 2.573, -2.719], [-3.213, 3.525, -3.548], [-2.878, 4.865, -3.407], [-1.980, 5.251, -2.421], [-1.420, 4.299, -1.581], [-0.308, 0.072, 3.269], [0.696, 0.023, 4.231], [0.826, -1.125, 4.992], [-0.071, -2.161, 4.787], [-1.075, -1.990, 3.843], [-1.203, -0.899, 3.098], [-0.641, 3.381, 2.360], [-0.532, 2.675, 3.997], [0.905, 2.776, 2.971], [-2.891, 1.525, -2.827], [-3.915, 3.220, -4.315], [-3.313, 5.607, -4.066], [-1.715, 6.295, -2.306], [-0.728, 4.587, -0.800], [1.396, 0.841, 4.329], [1.621, -1.215, 5.721], [-0.001, -3.086, 5.343], [-1.798, -2.776, 3.662], [-0.436, 0.309, -6.789], [-0.485, 0.427, -4.660], [1.404, -0.521, -4.488], [-0.478, -0.730, -7.108], [0.469, 0.780, -7.167], [-1.302, 0.837, -7.186], [2.127, 0.026, -5.090], [1.326, -1.555, -4.816], [1.685, -0.497, -3.440], [0.317, -3.474, 1.201], [1.208, -2.688, 1.439], [1.181, -1.324, 1.238], [2.378, -0.770, 1.608], [2.669, 0.413, 1.565], [3.264, -1.867, 2.135], [4.546, -1.840, 2.642], [5.094, -3.053, 3.053], [4.368, -4.239, 2.956], [3.073, -4.247, 2.443], [2.548, -3.039, 2.036], [5.095, -0.910, 2.715], [6.102, -3.079, 3.449], [4.823, -5.166, 3.281], [2.494, -5.158, 2.359], [1.028, -3.683, -2.400], [0.160, -2.515, -1.973], [-1.054, -2.546, -2.114], [0.825, -1.532, -1.453], [0.514, -4.279, -3.153], [1.200, -4.304, -1.519], [1.997, -3.346, -2.768]], "mulliken_charge": [-0.41, -1.57, 0.68, 0.39, -0.72, 0.56, -0.73, 0.14, -0.36, -0.65, -0.36, -0.57, -0.36, 0.70, -0.61, -0.46, -0.42, -0.36, -0.50, 0.46, 0.38, 0.28, 0.65, 0.38, 0.37, 0.36, 0.41, 0.31, 0.40, 0.40, 0.40, -1.07, 0.48, -0.89, 0.30, 0.29, 0.27, 0.46, 0.29, -0.02, -0.71, -0.26, 1.30, -0.07, -0.71, 0.43, -0.61, -0.46, -0.50, -0.54, 0.68, 0.49, 0.39, 0.40, 0.50, -1.28, 1.11, -0.71, -0.70, 0.37, 0.27, 0.29]}

***

{"formula": "C18H54AlO22S", "method": "wB97M-V/def2-TZVPD", "orbital_gap_ev": 2.14, "charge": 1, "fmax_ev_per_a": 3.0, "symbols": ["Al", "S", "O", "O", "O", "O", "C", "C", "O", "O", "H", "H", "H", "H", "H", "H", "C", "C", "O", "O", "H", "H", "H", "H", "H", "H", "C", "C", "O", "O", "H", "H", "H", "H", "H", "H", "C", "C", "O", "O", "H", "H", "H", "H", "H", "H", "C", "C", "O", "O", "H", "H", "H", "H", "H", "H", "C", "C", "O", "O", "H", "H", "H", "H", "H", "H", "C", "C", "O", "O", "H", "H", "H", "H", "H", "H", "C", "C", "O", "O", "H", "H", "H", "H", "H", "H", "C", "C", "O", "O", "H", "H", "H", "H", "H", "H"], "coordinates": [[1.065, 4.797, -1.915], [-0.750, -0.316, 0.181], [-2.195, -0.318, 0.012], [-0.418, -0.542, 1.543], [-0.140, -1.273, -0.691], [-0.309, 1.021, -0.246], [-1.958, 8.181, 0.889], [-2.421, 6.947, 1.671], [-1.633, 5.842, 1.284], [-1.569, 8.062, -0.490], [-1.239, 8.736, 1.491], [-2.852, 8.801, 0.959], [-3.405, 6.665, 1.295], [-2.437, 7.079, 2.753], [-2.176, 5.100, 1.561], [-1.251, 8.918, -0.787], [7.070, 1.690, -0.420], [5.723, 1.536, -1.137], [4.619, 2.007, -0.414], [7.019, 1.011, 0.771], [7.399, 2.718, -0.266], [7.893, 1.419, -1.081], [5.508, 0.491, -1.361], [5.747, 2.114, -2.061], [4.296, 1.359, 0.217], [6.944, 0.065, 0.625], [2.759, -0.340, -4.792], [3.597, 0.349, -5.885], [4.915, 0.689, -5.451], [1.984, 0.548, -3.967], [3.320, -1.004, -4.134], [2.053, -1.013, -5.278], [3.032, 1.174, -6.319], [3.859, -0.408, -6.625], [5.021, 1.640, -5.520], [1.716, -0.044, -3.261], [-3.276, 0.156, -5.463], [-4.562, -0.111, -4.598], [-4.513, 0.834, -3.604], [-3.254, 1.252, -6.309], [-3.023, -0.707, -6.079], [-2.463, 0.345, -4.762], [-4.632, -1.112, -4.174], [-5.463, 0.147, -5.155], [-4.270, 0.381, -2.794], [-3.986, 1.183, -6.926], [-5.817, 2.318, 1.644], [-6.315, 1.032, 2.276], [-5.982, -0.114, 1.591], [-4.420, 2.173, 1.564], [-5.911, 3.152, 2.340], [-6.328, 2.598, 0.724], [-7.393, 1.040, 2.437], [-5.846, 0.973, 3.259], [-5.032, -0.249, 1.574], [-4.175, 1.328, 1.180], [-2.457, -4.859, -1.407], [-2.037, -4.973, -2.901], [-1.517, -3.831, -3.432], [-3.582, -3.944, -1.216], [-1.686, -4.477, -0.739], [-2.679, -5.836, -0.977], [-2.964, -5.107, -3.459], [-1.435, -5.866, -3.065], [-1.296, -3.303, -2.661], [-3.263, -3.084, -0.935], [-2.337, -2.831, 5.258], [-1.529, -1.828, 6.136], [-1.444, -0.568, 5.593], [-1.659, -3.254, 4.132], [-3.296, -2.438, 4.921], [-2.517, -3.798, 5.727], [-0.496, -2.094, 6.361], [-2.041, -1.839, 7.098], [-1.198, -0.782, 4.690], [-1.311, -2.489, 3.666], [2.891, -5.113, 0.611], [2.777, -6.431, -0.213], [2.124, -7.303, 0.638], [3.243, -4.099, -0.227], [3.694, -5.162, 1.346], [2.000, -4.881, 1.195], [3.750, -6.630, -0.663], [2.195, -6.240, -1.115], [1.501, -7.781, 0.085], [2.386, -3.712, -0.421], [4.670, 1.885, 4.974], [3.395, 1.143, 4.610], [3.453, 0.439, 3.385], [4.922, 2.764, 3.861], [5.445, 1.121, 5.020], [4.658, 2.414, 5.927], [2.514, 1.780, 4.525], [3.202, 0.343, 5.325], [2.539, 0.156, 3.304], [5.257, 2.188, 3.170]], "mulliken_charge": [1.00, 1.19, -0.35, -0.39, -0.34, -0.38, -0.47, -0.34, -0.49, -0.52, 0.33, 0.30, 0.27, 0.31, 0.29, 0.32, -0.48, -0.27, -0.49, -0.50, 0.30, 0.33, 0.29, 0.24, 0.27, 0.31, -0.27, -0.51, -0.51, -0.50, 0.33, 0.30, 0.34, 0.26, 0.30, 0.26, -0.24, -0.32, -0.44, -0.48, 0.33, 0.12, 0.32, 0.25, 0.28, 0.32, -0.23, -0.44, -0.45, -0.37, 0.29, 0.23, 0.35, 0.26, 0.23, 0.15, -0.49, -0.28, -0.43, -0.48, 0.25, 0.32, 0.26, 0.29, 0.28, 0.29, -0.41, -0.32, -0.44, -0.42, 0.23, 0.32, 0.26, 0.32, 0.25, 0.25, -0.43, -0.17, -0.49, -0.44, 0.25, 0.28, 0.26, 0.19, 0.32, 0.28, -0.54, -0.25, -0.46, -0.51, 0.27, 0.33, 0.30, 0.32, 0.25, 0.28]}

***

Calculated total energy, -342.86698 -270.46847 -3509.62707 -3013.31661 Eh (same order as the records).
Calculated energy relative to the best compared isomer or geometry (same formula, charge and spin), 42.0 56.1 6.9 144.5 kcal/mol (same order as the records).